Record 1
Formula: C5H22O9
Source: OMol25
Level of theory: the ωB97M-V functional and the def2-TZVPD basis

Atoms and positions in Å:
1 O -1.546336 0.827048 0.479502
2 C -2.435048 0.024709 0.140565
3 C -2.713724 -1.210514 0.721142
4 C -1.823292 -1.711042 1.849351
5 C -0.321256 -2.041737 1.386275
6 C 0.905296 -1.883074 2.386437
7 O 1.387891 -0.613683 2.496639
8 O 1.844556 -2.802969 2.069068
9 H -3.148034 0.374617 -0.622263
10 H -3.061644 -1.951709 -0.098793
11 H -3.673981 -1.225078 1.233061
12 H -2.271927 -2.557925 2.251063
13 H -1.659276 -0.950094 2.715166
14 H -0.023632 -1.261097 0.654457
15 H -0.202397 -2.990259 0.974886
16 H 0.678863 -2.059809 3.504616
17 H 1.506519 0.009618 1.709690
18 H 2.590158 -2.497573 1.486282
19 O -2.881816 2.312640 -2.066602
20 H -3.213429 1.743440 -2.735869
21 H -2.268042 2.000355 -1.470582
22 O -0.988336 0.444941 -4.197502
23 H -0.516818 1.188981 -4.594036
24 H -1.008337 0.924322 -3.354954
25 O 0.531101 2.979188 -3.137357
26 H 1.203222 3.099448 -2.347630
27 H -0.367564 3.063523 -2.739009
28 O 3.740180 -2.301109 -1.039443
29 H 3.232295 -1.437812 -1.312087
30 H 2.997638 -3.031379 -1.309824
31 O 0.515321 2.890418 -0.331713
32 H -0.082707 2.823184 0.507349
33 H 0.965051 1.989547 -0.176867
34 O 2.519832 1.319241 1.197904
35 H 2.242158 1.809221 2.055464
36 H 3.430876 1.420709 1.003302

Cartesian forces, eV/Å:
-1.29 -1.58 -0.66
1.26 4.60 -0.43
-1.23 -4.00 1.15
3.86 1.74 0.12
-0.01 2.79 1.16
-2.60 0.25 1.99
0.58 2.61 -0.76
2.64 -1.49 -1.33
0.00 -0.22 -0.19
1.32 0.73 1.01
-0.67 0.99 -0.15
-0.66 -1.59 0.89
-0.84 -0.95 -1.65
-0.43 -0.59 -0.15
-0.15 -1.64 -0.84
-0.40 -0.41 -1.64
-0.24 -1.99 0.88
-1.29 0.02 0.75
-1.97 3.00 -1.26
0.17 -1.18 -0.47
2.06 -1.71 1.76
0.18 1.13 0.59
0.31 -0.30 -1.10
-0.39 -0.82 0.56
1.11 0.22 2.06
-2.52 -0.29 -2.25
1.19 0.16 -0.04
-4.40 -0.19 -1.65
1.52 -2.36 0.74
2.80 2.56 1.00
-0.69 -2.46 3.08
1.18 0.59 -2.34
-0.56 1.93 -0.63
-2.54 1.14 1.83
1.35 -1.07 -2.22
1.34 0.38 0.18

The calculation puts the HOMO-LUMO gap at 9.6907 eV. For the relative energy (zero: lowest compared OMol25 entry of this formula, charge and spin), the calculation gives 250.7 kJ/mol. The calculated total energy comes out at -23966.5675 eV. The calculation puts the LUMO energy at -0.0031 Ha. Its SMILES is O=CCCCC(O)O.O.O.O.O.O.O.

What are the natural (NBO) partial charges on each atom? They are as follows, in elementary charge units:
1 O -0.59
2 C 0.43
3 C -0.55
4 C -0.39
5 C -0.44
6 C 0.40
7 O -0.77
8 O -0.74
9 H 0.13
10 H 0.25
11 H 0.27
12 H 0.21
13 H 0.23
14 H 0.19
15 H 0.21
16 H 0.14
17 H 0.50
18 H 0.49
19 O -0.96
20 H 0.49
21 H 0.48
22 O -0.94
23 H 0.48
24 H 0.46
25 O -0.98
26 H 0.50
27 H 0.48
28 O -0.95
29 H 0.47
30 H 0.48
31 O -0.98
32 H 0.49
33 H 0.49
34 O -0.98
35 H 0.51
36 H 0.50


Record 2
Formula: C18H19IrN2OS3
Source: OMol25
Level of theory: the ωB97M-V functional and the def2-TZVPD basis

Atoms and positions in Å:
1 Ir -0.770952 1.060624 1.301501
2 C 0.363373 -2.917106 -3.326460
3 C 0.143755 -3.530083 -1.951209
4 N -0.809538 -2.774264 -1.115045
5 C -2.162321 -3.332478 -0.970263
6 C -3.087004 -2.948155 -2.118064
7 C -0.435848 -1.614331 -0.588632
8 S -1.703402 -0.720785 0.247811
9 N 0.824342 -1.256324 -0.771251
10 C 1.448518 -0.198128 -0.330530
11 O 0.968472 0.759972 0.390776
12 C 2.872315 -0.059769 -0.704084
13 C 3.579967 1.076365 -0.307813
14 C 4.909674 1.224353 -0.661838
15 C 5.540115 0.239056 -1.410551
16 C 4.840333 -0.894632 -1.803469
17 C 3.510672 -1.046683 -1.452473
18 H 1.113447 -3.500973 -3.860555
19 H 0.720227 -1.891304 -3.243341
20 H -0.552263 -2.923453 -3.917182
21 H 1.087864 -3.592089 -1.414446
22 H -0.260502 -4.535368 -2.050127
23 H -2.580400 -3.000773 -0.022898
24 H -2.053699 -4.414331 -0.916046
25 H -3.190533 -1.864561 -2.183985
26 H -4.073909 -3.379839 -1.953875
27 H -2.707155 -3.321222 -3.068780
28 H 3.078846 1.836649 0.273718
29 H 5.454154 2.107128 -0.355311
30 H 6.579837 0.354101 -1.687713
31 H 5.334389 -1.661812 -2.384227
32 H 2.961577 -1.928111 -1.753294
33 S -1.227766 1.323648 3.524453
34 C -1.969914 2.873872 3.631068
35 C -2.209996 3.449033 4.885205
36 C -2.838011 4.667720 4.971526
37 C -3.242941 5.365786 3.804709
38 C -3.008366 4.829061 2.578501
39 C -2.363843 3.564357 2.474635
40 S -2.107223 2.889344 0.952675
41 H -1.903450 2.917406 5.776820
42 H -3.030002 5.098100 5.945306
43 H -3.736907 6.323454 3.889428
44 H -3.305939 5.346528 1.675326

Cartesian forces, eV/Å:
-0.23 0.61 0.33
-0.06 0.02 0.00
0.10 0.01 -0.05
-0.01 -0.03 -0.05
-0.03 0.10 -0.13
0.08 0.01 0.02
-0.61 0.10 0.17
0.16 0.56 0.30
0.39 -0.14 -0.15
0.09 -0.09 -0.17
-0.30 -0.10 0.17
-0.02 0.23 0.13
0.00 -0.02 -0.01
-0.02 -0.01 0.00
-0.02 0.01 0.01
0.00 -0.01 0.00
0.01 -0.07 -0.05
-0.01 0.01 -0.01
0.01 -0.04 -0.02
0.01 0.01 0.00
-0.02 -0.04 0.03
-0.01 -0.01 0.07
0.03 -0.05 0.07
0.04 0.00 0.04
-0.02 -0.02 -0.03
0.01 0.01 0.00
-0.03 0.01 0.00
0.03 0.02 0.00
0.00 -0.01 0.00
-0.01 0.00 0.00
0.00 0.00 0.00
0.00 0.03 0.01
0.11 -0.31 -1.34
-0.20 0.27 0.41
0.09 -0.10 -0.02
-0.08 0.16 -0.22
0.02 -0.04 0.35
0.04 -0.16 -0.17
-0.26 0.52 0.07
0.68 -1.49 0.19
-0.02 0.02 0.02
-0.01 0.01 -0.02
0.02 0.00 0.04
0.02 -0.02 -0.01

The calculation puts the HOMO-LUMO gap (spin up / spin down) at 7.0045 / 5.3233 eV. For the relative energy (zero: lowest compared OMol25 entry of this formula, charge and spin), the calculation gives 34.8 kJ/mol. The spin multiplicity is 2. The calculated total energy comes out at -59341.3717 eV. The calculation puts the LUMO energy (spin up / spin down) at -0.1678 / -0.2278 Ha. Its charge is +1.

What are the natural (NBO) partial charges on each atom? They are as follows, in elementary charge units:
1 Ir 0.68
2 C -0.62
3 C -0.21
4 N -0.35
5 C -0.22
6 C -0.62
7 C 0.36
8 S 0.01
9 N -0.62
10 C 0.68
11 O -0.70
12 C -0.09
13 C -0.18
14 C -0.20
15 C -0.16
16 C -0.21
17 C -0.17
18 H 0.23
19 H 0.22
20 H 0.21
21 H 0.23
22 H 0.21
23 H 0.22
24 H 0.22
25 H 0.22
26 H 0.23
27 H 0.22
28 H 0.23
29 H 0.23
30 H 0.23
31 H 0.23
32 H 0.23
33 S 0.13
34 C -0.16
35 C -0.24
36 C -0.11
37 C -0.21
38 C -0.16
39 C -0.28
40 S 0.36
41 H 0.24
42 H 0.24
43 H 0.24
44 H 0.24


Record 3
Formula: C5H8O2
Source: OMol25
Level of theory: the ωB97M-V functional and the def2-TZVPD basis

Atoms and positions in Å:
1 O 2.328269 0.325796 -0.668642
2 C 1.382461 0.428604 0.358071
3 C 0.226615 1.357633 -0.051596
4 C -0.522223 0.050436 -0.167146
5 O -2.705624 -0.176803 1.428212
6 C -0.316512 -1.129950 -0.990417
7 C 0.400016 -0.805587 0.335713
8 H 2.777471 -0.523228 -0.553805
9 H 1.838294 0.605644 1.339155
10 H -0.161165 2.013912 0.729570
11 H 0.366586 1.904742 -0.986786
12 H -2.892121 -0.401598 0.506698
13 H -1.019724 -1.953549 -0.908449
14 H 0.177136 -1.045924 -1.960982
15 H -1.879476 -0.650130 1.590397

Cartesian forces, eV/Å:
0.19 -0.15 0.00
0.09 0.21 0.25
0.02 0.16 0.01
0.14 -0.16 -0.10
-0.10 -0.21 -0.12
-0.19 -0.15 -0.35
-0.04 0.07 0.10
0.00 0.16 -0.06
-0.06 -0.05 -0.18
0.07 -0.11 -0.14
0.00 -0.09 0.13
-0.11 0.12 0.19
0.15 0.13 0.02
-0.06 -0.02 0.10
-0.08 0.10 0.13

The calculation puts the HOMO-LUMO gap at 9.3749 eV. For the relative energy (zero: lowest compared OMol25 entry of this formula, charge and spin), the calculation gives 532.6 kJ/mol. The calculated total energy comes out at -9404.3123 eV. The calculation puts the LUMO energy at 0.0120 Ha.

What are the natural (NBO) partial charges on each atom? They are as follows, in elementary charge units:
1 O -0.70
2 C 0.11
3 C -0.46
4 C 0.06
5 O -0.93
6 C -0.42
7 C -0.16
8 H 0.48
9 H 0.18
10 H 0.24
11 H 0.23
12 H 0.47
13 H 0.23
14 H 0.21
15 H 0.48